The following is a DFT calculation (the ωB97M-V functional and the def2-TZVPD basis) of a 7-piece molecular cluster, C15H47N3O7 overall at a distorted geometry.

Structure (XYZ):
```
72
Properties=species:S:1:pos:R:3:forces:R:3
O -1.3951 7.2228 -0.0280 1.148 1.078 1.683
H -5.5610 1.7335 -2.0633 -0.347 0.284 0.027
H 1.5147 -1.8939 -6.4931 -0.276 0.127 -0.343
H 3.3709 -5.7381 2.6194 0.150 0.158 0.003
N -0.7242 8.0211 2.7585 -1.104 0.145 -0.614
H 1.2890 -0.3076 -8.1728 -0.843 0.179 -0.550
C -1.4302 8.5901 0.4967 -1.756 -0.537 -1.188
H -0.6209 6.0380 -1.3722 0.093 -0.079 -0.314
C 5.9660 -5.8940 1.3840 -0.925 -1.041 -0.933
C 5.2504 -5.5752 -0.9367 0.106 0.121 0.929
H -1.1924 10.7816 2.2000 -0.025 -0.087 -0.338
C 0.7941 -0.1415 -7.2159 1.659 -0.809 0.350
H -0.6864 -10.7053 -0.9684 0.257 0.596 0.350
H 6.4184 -6.1122 4.2835 -0.012 0.162 0.336
O 4.8720 -5.8637 0.4163 0.501 0.375 0.131
H 7.6862 1.4669 2.9700 0.347 0.090 -0.303
H 0.1356 8.4556 2.4553 0.358 0.442 0.154
H 4.4449 -5.7832 -1.6410 -0.289 -0.151 0.446
H 7.2448 -7.0201 3.2838 0.241 -0.355 -0.128
C -1.1225 -8.7453 -0.6750 0.869 -0.156 0.053
C 5.3591 -6.5718 2.6302 0.798 -0.566 -0.578
H 6.7400 -6.5153 0.9335 0.218 -0.450 0.133
H -1.8959 -8.0296 -0.9542 -0.481 -0.614 -0.128
H -7.4022 1.5447 1.2331 0.879 0.280 0.759
H 4.5921 -4.7773 3.5146 0.059 0.294 -0.361
H 3.9984 -6.2104 4.2072 -0.186 -0.344 -0.061
H -2.6784 7.9880 2.1378 -0.380 0.495 0.039
C -6.8874 1.8927 0.3376 -0.619 -0.553 -0.076
C -5.8570 0.7724 -1.6427 -0.951 -0.952 -1.495
H -1.2317 7.5320 -2.0308 0.424 0.429 -0.303
H 6.4887 -4.9585 1.5831 -0.597 0.639 0.056
H 0.4082 7.4124 -1.1958 -0.108 0.643 0.291
C -5.8662 0.8588 -0.1687 0.764 0.594 1.644
H -5.1321 0.0841 -2.0773 0.390 -0.439 0.491
H -2.9671 10.5615 1.9332 0.261 0.069 -0.778
C -0.6406 7.1164 -1.2147 -0.949 -1.466 -0.049
H 4.9581 -7.5199 2.2718 -0.140 -0.030 -0.146
H 5.1773 0.4051 2.3832 0.333 -0.322 0.208
H -0.2698 -0.3724 -7.1611 0.069 0.125 -0.258
H 0.5599 -2.2241 -1.1595 -0.038 -0.240 0.037
H 1.0274 0.8864 -6.9381 -0.397 -0.052 0.120
H -7.3258 -1.5370 -1.7630 -0.026 -0.401 0.166
H 5.4731 -4.5108 -1.0105 0.361 0.041 -0.225
H -6.0817 -0.0501 0.3931 0.072 -0.410 -0.627
O 7.0692 1.2575 2.2650 -0.009 -0.347 0.402
H -4.2879 2.1315 -0.1929 0.077 0.385 0.072
C -2.0644 10.1557 2.3898 -0.780 -0.676 0.196
C -7.8627 -0.6025 -1.6001 0.334 -0.634 -0.688
H 6.0931 -6.2033 -1.2257 0.277 0.139 -0.079
O -1.3294 -10.0313 -1.2003 -1.388 -0.522 -0.919
O 1.5734 -0.9535 -6.3093 -0.216 0.424 0.699
H -2.2089 9.0017 -0.1453 -0.184 0.831 0.150
H -8.8164 -0.6803 -2.1222 0.084 0.147 -0.098
H -0.7239 7.1824 2.1958 0.598 -1.040 0.508
O -7.1205 0.4267 -2.2170 -0.533 0.925 0.216
H -0.5129 9.1329 0.2687 0.326 -0.122 0.292
C 4.2648 -5.7805 3.2416 -0.859 0.496 0.732
O 0.6967 -1.2776 -1.1199 -0.073 0.135 0.185
H -6.4060 2.8658 0.4347 -0.352 0.022 0.189
H 5.9731 0.7924 3.9941 0.017 -0.656 -0.125
H 5.3104 2.0168 3.0069 -0.183 0.239 -0.115
C -1.8387 8.6661 1.9854 1.624 0.620 -0.107
H -8.0931 -0.5356 -0.5368 0.252 0.533 0.148
C 5.8371 1.0643 2.9473 -0.507 0.991 -0.069
N 6.3224 -6.9180 3.6822 0.292 0.514 -0.260
H -3.7780 0.6364 -0.0193 -0.137 -0.460 -0.032
H -0.2279 -8.3397 -1.1475 0.410 0.254 0.580
H 1.0639 -1.0523 -1.9747 0.110 0.112 -0.240
H -2.3356 10.3454 3.4284 0.454 -0.748 0.376
N -4.5115 1.2651 0.2755 -0.309 0.332 0.239
H -1.0891 -8.8103 0.4125 0.335 0.444 0.066
H -7.7979 1.9379 -0.2599 0.433 0.347 -0.932
```
Forces are in eV/Å.

- SMILES = COC[C@H](C)N.COC[C@H](C)N.COC[C@H](C)N.CO.CO.CO.O
- gap between HOMO and LUMO (eV) = 9.59